C24H38BrN6O4S2SiYb | ωB97M-V with the def2-TZVPD basis set

Orbital gap (alpha / beta) ... 7.8 / 6.1 eV
<S²> ... 0.751

```
! wB97M-V def2-TZVPD RIJCOSX def2/J DEFGRID3
* xyz 2 2
Yb -16.6570 8.3317 -4.9298
C -18.9637 10.8949 -5.6894
C -18.0465 12.0445 -5.9659
O -16.7445 11.5604 -6.1847
C -15.6600 12.4180 -5.9488
C -14.3589 11.5684 -5.8550
O -14.5070 10.2918 -5.1898
C -13.8722 10.2342 -3.8771
C -14.8777 10.5375 -2.7548
O -16.1596 9.9214 -2.9631
C -17.2092 10.8595 -2.8387
C -18.4881 10.1339 -3.3432
O -18.4148 9.8759 -4.7932
H -19.1849 10.3096 -6.5919
H -19.9568 11.2307 -5.3441
H -18.1136 12.7745 -5.1867
H -18.4506 12.6158 -6.8136
H -15.7119 12.9557 -4.9948
H -15.5768 13.1757 -6.7143
H -13.6118 12.2554 -5.3886
H -14.0318 11.3514 -6.8816
H -13.0172 10.9228 -3.8167
H -13.4441 9.2145 -3.7966
H -15.0102 11.6299 -2.6149
H -14.4995 10.1759 -1.7815
H -16.9645 11.7726 -3.4193
H -17.3276 11.1063 -1.7427
H -19.3910 10.6462 -3.0319
H -18.4667 9.1516 -2.9164
C -11.5006 5.8224 -6.8012
Si -12.1708 4.6505 -5.5552
C -10.5696 3.9247 -4.8142
C -13.1929 3.2696 -6.2947
C -13.2026 5.5546 -4.2648
C -12.7913 5.5118 -2.9015
C -13.5670 6.0686 -1.9707
C -14.7648 6.7362 -2.3611
N -15.0919 6.9342 -3.6268
C -14.3756 6.2677 -4.6114
S -15.0810 6.1432 -6.1684
H -12.1943 5.9264 -7.6866
H -10.4610 5.5094 -7.0968
H -11.3496 6.8407 -6.3069
H -9.8949 3.7819 -5.6736
H -10.8333 2.9483 -4.2954
H -10.1046 4.6382 -4.0868
H -12.5481 2.6360 -6.9218
H -13.9184 3.8264 -6.9753
H -13.7945 2.7927 -5.5345
H -11.8665 5.0258 -2.5805
H -13.2702 6.1113 -0.9002
H -15.4130 7.1380 -1.5804
C -15.4944 9.5835 -10.3515
C -16.6264 8.8138 -9.7969
N -17.5345 8.1538 -10.4985
N -18.3776 7.6020 -9.6184
C -17.9777 7.8372 -8.3395
S -18.6350 7.1148 -6.9239
N -16.8646 8.5995 -8.4776
N -16.0151 8.9516 -7.3813
H -14.7200 8.8569 -10.7032
H -15.0538 10.3056 -9.6803
H -15.8576 10.1493 -11.2299
H -19.2604 7.2603 -9.9791
H -15.7325 9.9263 -7.5492
H -15.2182 8.3411 -7.3263
Br -22.1695 6.9031 -2.3742
C -20.4324 6.2290 -2.7154
C -19.9448 4.9988 -2.2231
C -18.6326 4.6508 -2.5029
C -17.8875 5.4478 -3.4008
N -18.3325 6.6658 -3.8060
C -19.6243 6.9964 -3.5714
H -20.5476 4.3355 -1.5566
H -18.1582 3.7709 -2.0266
H -16.8764 5.1506 -3.6646
H -20.0880 7.7985 -4.1413
*
```

***

C3H4P2 | ωB97M-V with the def2-TZVPD basis set

Orbital gap ... 8.4 eV
SMILES ... [H]/P=C1\C\C1=P/[H]

```
! wB97M-V def2-TZVPD RIJCOSX def2/J DEFGRID3
* xyz 0 1
H -1.6585 2.4157 1.4313
P -1.7613 1.4016 2.4071
C -0.8482 0.2107 1.4410
C -0.1317 0.2190 0.1504
C 0.1119 -1.1772 0.5747
P 0.5437 -2.6183 1.1987
H 1.3482 -3.0005 0.0927
H 0.7713 0.8366 0.0946
H -0.7073 0.3432 -0.7699
*
```

***

C12H24Br6O12S3 | ωB97M-V with the def2-TZVPD basis set

Orbital gap ... 9.8 eV
SMILES ... O=S1(=O)OCCO1.O=S1(=O)OCCO1.O=S1(=O)OCCO1.BrCCBr.BrCCBr.BrCCBr

```
! wB97M-V def2-TZVPD RIJCOSX def2/J DEFGRID3
* xyz 0 1
O -0.5678 -1.4725 -2.9336
S -1.5156 -0.3521 -2.8177
O -2.1050 -0.0566 -1.5312
O -0.8296 1.0108 -3.4961
C -1.7989 1.7945 -4.2005
C -2.9878 0.8889 -4.4347
O -2.6520 -0.4447 -4.0275
H -2.0978 2.6745 -3.6310
H -1.3948 2.2155 -5.1211
H -3.1377 0.8113 -5.5116
H -3.9327 1.1322 -3.9489
O -0.0806 -2.8337 3.0845
S 0.7810 -3.4992 2.1137
O 2.1977 -3.7524 2.4506
O 0.1568 -4.9232 1.5959
C -0.8684 -4.7450 0.6219
C -0.4641 -3.4110 -0.1049
O 0.6092 -2.7994 0.6054
H -0.8135 -5.6582 0.0293
H -1.7930 -4.6097 1.1830
H -1.3342 -2.7560 -0.0603
H -0.2089 -3.4376 -1.1643
O -0.1628 3.7631 1.1397
S -0.2458 2.5109 0.3637
O -0.5787 2.5918 -1.0826
O 1.1240 1.5727 0.5304
C 0.7999 0.2234 0.3675
C -0.5852 0.0843 1.1148
O -1.1808 1.3962 1.1016
H 0.6546 -0.0458 -0.6787
H 1.6214 -0.3573 0.7870
H -0.5023 -0.2357 2.1535
H -1.2186 -0.6322 0.5920
Br -0.0448 0.9405 4.4959
C 1.3744 2.1905 4.1640
C 2.6884 1.4636 4.3681
Br 2.7357 0.6257 6.2060
H 1.2322 3.0399 4.8322
H 1.1649 2.5782 3.1671
H 3.5321 2.1467 4.2706
H 2.8616 0.7080 3.6018
Br -5.3105 0.6242 -1.6747
C -4.6529 1.7125 -0.1460
C -4.5717 3.2383 -0.5759
Br -4.0518 4.3796 0.9372
H -3.6364 1.3775 0.0603
H -5.2540 1.5667 0.7515
H -5.5387 3.5931 -0.9325
H -3.8754 3.3017 -1.4120
Br 3.4808 -1.7242 -0.8240
C 5.3128 -1.5022 -1.4527
C 6.2329 -0.9341 -0.3358
Br 8.0771 -1.3966 -0.8492
H 5.2981 -0.8434 -2.3210
H 5.6720 -2.4683 -1.8074
H 6.1167 -1.4176 0.6342
H 6.2686 0.1518 -0.2477
*
```

***

C5H17N2O | ωB97M-V with the def2-TZVPD basis set

Orbital gap (alpha / beta) ... 4.0 / 9.8 eV
<S²> ... 0.751

```
! wB97M-V def2-TZVPD RIJCOSX def2/J DEFGRID3
* xyz 0 2
N 0.6494 -2.2262 -0.6354
C 0.0181 -1.5121 -1.7916
C -1.1239 -0.5136 -1.4672
N -0.7725 0.1480 -0.1837
C 0.5783 0.8332 -0.1749
C 0.6246 1.7020 1.0832
C 0.0156 3.0620 0.8917
H 1.6671 -2.3794 -0.6712
H 0.3427 -1.7498 0.2729
H 0.1231 -3.1789 -0.5796
H 0.7411 -0.9605 -2.4176
H -0.4514 -2.2739 -2.4699
H -1.2819 0.2371 -2.2242
H -2.0540 -1.1016 -1.1591
H -1.5259 0.7791 0.0532
H 0.4286 1.3036 -1.1684
H 1.4424 0.2017 -0.2838
H 1.6281 1.7815 1.5843
H 0.1794 1.0970 1.9034
H 0.2212 3.4479 -0.1068
H 0.3824 3.8264 1.5836
H -1.0546 3.1333 1.0335
H -0.0425 -2.5984 2.5630
H -0.7511 -1.2727 2.3247
O 0.0157 -1.7859 2.0400
*
```

***

C3H4N2O | ωB97M-V with the def2-TZVPD basis set

Orbital gap ... 10.1 eV
SMILES ... C#[N+][O-].C#CN

```
! wB97M-V def2-TZVPD RIJCOSX def2/J DEFGRID3
* xyz 0 1
C 1.8588 0.0800 0.0078
N 2.2352 0.3835 -1.0460
O 2.6694 0.6913 -2.1275
H 1.2683 -0.1511 0.8739
C -1.5639 0.3097 -0.9687
C -1.3080 -0.0616 0.1478
N -0.9259 -0.4635 1.3980
H -1.7998 0.6349 -1.9570
H -1.0280 -1.4627 1.5360
H -1.4060 0.0397 2.1358
*
```

***

C4H7P | ωB97M-V with the def2-TZVPD basis set

Orbital gap (alpha / beta) ... 7.5 / 7.1 eV
<S²> ... 2.018

```
! wB97M-V def2-TZVPD RIJCOSX def2/J DEFGRID3
* xyz 0 3
C -0.1754 0.5209 -0.4685
C 0.8132 0.0030 0.2424
C -1.9647 -0.5461 -0.2380
C 2.2694 0.3721 0.1543
P -3.3758 0.2934 -0.0397
H -0.1211 1.3164 -1.1869
H 0.5121 -0.7626 1.0833
H -1.8944 -1.6112 0.0276
H 2.7665 -0.3122 -0.5844
H 2.3803 1.4715 -0.1863
H 2.7642 0.2197 1.2129
H -3.9743 -0.9648 -0.0166
*
```

***

Number 1: electronic energy -6384.94836 hartree. Number 2: electronic energy -799.20351 hartree. Number 3: electronic energy -18013.05059 hartree. Number 4: electronic energy -385.28858 hartree. Number 5: electronic energy -301.28436 hartree. Number 6: electronic energy -497.67432 hartree.